Entry 1:
Computed, not measured: a 7-piece molecular cluster, C16H42F3O8 overall in a non-equilibrium geometry, with ωB97M-V/def2-TZVPD.

```
! wB97M-V def2-TZVPD RIJCOSX def2/J DEFGRID3
* xyz -1 1
C 0.5681 -0.6272 -1.2669
O -0.0113 -0.0522 -0.0314
O 0.9972 -1.8277 -0.9821
C -0.5307 -0.5111 -2.3433
F -0.0329 -0.7742 -3.5597
F -1.5644 -1.3601 -2.1485
F -1.1046 0.7213 -2.3756
C 0.2928 1.3196 0.1460
C -0.5505 1.7635 1.3404
H -0.2575 1.2734 2.2683
H -0.4158 2.8427 1.4675
H -1.6005 1.5451 1.1449
H 0.1668 1.9114 -0.7627
H 1.3470 1.4878 0.4184
H 1.4132 0.0339 -1.5504
C -4.1286 3.4618 1.5438
C -4.1089 2.7944 2.8960
O -4.9155 3.4936 3.8560
H -3.4022 3.0110 0.8666
H -3.9402 4.5320 1.6123
H -5.1101 3.2830 1.0977
H -3.1078 2.7577 3.3339
H -4.4710 1.7646 2.8319
H -5.7095 2.9866 4.0288
C -2.5958 -1.0925 3.4869
C -2.4615 -1.8975 2.1758
O -1.1085 -1.9727 1.8123
H -2.1775 -1.6628 4.3122
H -3.6691 -0.9393 3.6738
H -2.1401 -0.1148 3.3455
H -3.0810 -1.4371 1.3894
H -2.8696 -2.9080 2.2798
H -0.8354 -1.1274 1.4078
C 2.6398 -0.2613 3.7491
C 1.6062 -1.0745 2.9778
O 1.8919 -2.4519 2.8854
H 2.1454 0.6480 4.1020
H 3.5406 0.0216 3.2089
H 2.8498 -0.8316 4.6626
H 1.5171 -0.7056 1.9489
H 0.6331 -0.9187 3.4577
H 2.6422 -2.6555 3.4511
C 3.6534 -0.4761 -3.6085
C 4.7015 -0.0275 -4.5930
O 5.4037 -1.1192 -5.1844
H 3.9106 -1.1706 -2.8078
H 2.8310 -0.9742 -4.1296
H 3.1984 0.3879 -3.1157
H 5.4388 0.5946 -4.0677
H 4.3293 0.5703 -5.4206
H 5.7504 -1.7499 -4.5529
C -3.2673 -5.4805 -1.8160
C -2.3040 -4.2761 -1.5886
O -0.9713 -4.7392 -1.6873
H -3.0809 -6.2608 -1.0791
H -3.1297 -5.8485 -2.8314
H -4.2867 -5.1104 -1.6705
H -2.4666 -3.7849 -0.6352
H -2.5319 -3.5998 -2.4163
H -0.8375 -5.0301 -2.5925
C 1.9750 4.3347 -1.6431
C 3.0357 3.2572 -1.5289
O 4.2961 3.7361 -1.9778
H 2.3403 5.3464 -1.4748
H 1.1431 4.1000 -0.9820
H 1.6031 4.3397 -2.6717
H 2.7181 2.3123 -1.9774
H 3.1672 2.9943 -0.4711
H 5.0294 3.2250 -1.6351
*
```

Now the Mulliken charges, all in e: 0.71, 0.04, -0.87, 0.83, -0.30, -0.23, -0.30, -0.17, -1.10, 0.02, 0.55, 0.04, 0.48, 0.10, -0.75, -0.88, 0.02, -0.57, 0.22, 0.28, 0.29, 0.18, 0.18, 0.31, -0.89, -0.26, -0.36, 0.27, 0.40, 0.03, 0.29, 0.37, 0.06, -1.34, 0.88, -0.51, 0.36, 0.30, 0.46, -0.24, -0.23, 0.30, -0.33, -0.25, -0.55, 0.41, 0.26, -0.31, 0.24, 0.27, 0.30, -1.19, 0.22, -0.49, 0.28, 0.36, 0.34, 0.05, 0.17, 0.28, -1.06, 0.40, -0.58, 0.36, 0.24, 0.29, -0.16, 0.17, 0.30


Entry 2:
Computed, not measured: one molecule with the formula C6H10, with ωB97M-V/def2-TZVPD.

```
! wB97M-V def2-TZVPD RIJCOSX def2/J DEFGRID3
* xyz 0 1
C -0.7597 -1.2024 0.6374
C -1.3535 0.2347 0.6205
C -0.5009 0.5950 -0.6238
C 0.8793 1.2458 -0.4177
C 1.4749 -0.1338 -0.0491
C 0.1646 -0.8079 -0.5298
H -0.2341 -1.4896 1.5557
H -1.4874 -1.9863 0.4042
H -2.4269 0.2467 0.4110
H -1.1732 0.8413 1.5145
H -1.0713 0.9229 -1.4978
H 1.2742 1.5855 -1.3811
H 0.9767 2.0621 0.3060
H 1.6278 -0.2651 1.0285
H 2.4035 -0.4143 -0.5557
H 0.2060 -1.4345 -1.4227
*
```

Now the Mulliken charges, all in e: -0.84, -0.64, -0.19, -0.68, -0.80, 0.17, 0.27, 0.28, 0.26, 0.28, 0.39, 0.25, 0.30, 0.22, 0.32, 0.42


Entry 3:
Computed, not measured: C8H12N3O3 as an isolated structure in a non-equilibrium geometry, with ωB97M-V/def2-TZVPD.

```
! wB97M-V def2-TZVPD RIJCOSX def2/J DEFGRID3
* xyz 1 1
C -0.7893 1.1965 -0.5918
C 0.0586 -1.0800 0.3536
C -1.8265 2.8262 2.4240
C 2.3170 0.1130 -1.5796
C 1.5462 -1.2017 -1.7183
C 1.4069 1.1886 -2.0625
C 0.1367 -0.9455 -1.1546
C -1.3510 -1.3035 0.9351
N -1.3735 1.8371 0.1676
N -0.2033 0.4342 -1.4636
N -1.2728 -0.9223 2.3592
O -1.8285 1.7449 2.8410
O 0.9693 -0.9452 1.1289
O -1.8294 3.9091 2.0884
H 2.6060 0.2774 -0.5406
H 3.2202 0.0861 -2.1910
H 1.4539 -1.4701 -2.7704
H 2.0370 -2.0158 -1.1878
H 1.4445 2.1603 -1.5920
H 1.2019 1.2131 -3.1238
H -0.6027 -1.6058 -1.6271
H -1.5914 -2.3656 0.8236
H -2.1016 -0.7163 0.4057
H -1.8429 -1.4973 2.9877
H -1.5338 0.0841 2.4940
H -0.2517 -1.0016 2.5942
*
```

Now the Mulliken charges, all in e: 0.54, 0.58, 0.78, -0.42, -0.96, -0.44, 0.27, -1.11, -0.56, -0.43, -0.09, -0.57, -0.61, -0.30, 0.25, 0.39, 0.42, 0.37, 0.34, 0.27, 0.38, 0.37, 0.44, 0.42, 0.27, 0.42


Entry 4:
Computed, not measured: one molecule with the formula C2H6N2S3 in a non-equilibrium geometry, with ωB97M-V/def2-TZVPD.

```
! wB97M-V def2-TZVPD RIJCOSX def2/J DEFGRID3
* xyz 0 1
C 1.0394 -0.0547 0.2975
C 0.2845 1.1898 0.6487
N 1.6818 -0.2440 -1.9837
N 1.0066 -0.3625 -1.0854
S -0.6528 -1.7130 -1.4496
S -2.4133 0.2451 1.6125
S -1.4306 1.3138 0.1912
H 2.1615 0.1673 0.4494
H 0.6865 -0.8311 1.0039
H 0.2137 1.1787 1.7266
H 0.6128 2.2469 0.3447
H -0.3852 -2.3459 -2.5913
H -2.8049 -0.7903 0.8356
*
```

Now the Mulliken charges, all in e: -0.37, -0.69, -0.47, 0.44, -0.34, -0.21, -0.02, 0.36, 0.30, 0.38, 0.34, 0.09, 0.17


Entry 5:
Computed, not measured: C25H15Co2O6 as an isolated structure in a non-equilibrium geometry, with ωB97M-V/def2-TZVPD.

```
! wB97M-V def2-TZVPD RIJCOSX def2/J DEFGRID3
* xyz -1 1
O 0.7403 -2.0403 -3.8244
C 0.1729 -2.2933 -2.8571
Co -0.7048 -2.5946 -1.3440
C -2.1246 -3.5782 -1.6389
O -3.1095 -4.1818 -1.8087
C 0.3330 -3.5284 -0.2332
O 0.9481 -4.0751 0.5831
C -1.7076 -1.5029 -0.0106
C -1.7720 -2.1984 1.3026
C -2.6355 -3.3005 1.4342
C -2.5345 -4.1516 2.5439
C -1.6271 -3.8693 3.5827
C -0.7299 -2.7941 3.4357
C -0.8194 -1.9360 2.3211
C -0.6404 -0.6464 -0.3749
C 0.5203 -0.0720 0.0170
Co -2.3559 -0.0350 -1.1158
C -2.5577 1.5148 -0.1913
O -2.6313 2.4508 0.5024
C -3.9638 -0.7327 -1.2774
O -4.9673 -1.3116 -1.3084
C -1.9346 0.3950 -2.8515
O -1.6048 0.5839 -3.9417
H -3.3723 -3.4968 0.6419
H -3.1915 -5.0322 2.6043
H -1.6022 -4.5068 4.4844
H 0.0296 -2.6124 4.2168
H -0.1278 -1.0811 2.2589
H 0.6651 0.9748 -0.2245
H 1.1134 -0.6471 0.7118
C 4.0232 2.5404 -2.1028
C 2.8369 2.7800 -1.3540
C 3.0115 2.2321 -0.0515
C 4.3134 1.6226 0.0340
C 4.9679 1.8327 -1.2764
C 6.2638 1.4656 -1.6682
C 7.2218 0.7944 -0.9132
C 7.1290 0.3036 0.3938
C 6.0679 0.3601 1.3044
C 4.8149 0.9495 1.1580
H 4.2391 2.8328 -3.1425
H 1.9360 3.2973 -1.7179
H 2.3059 2.2559 0.7938
H 6.5424 1.7580 -2.6911
H 8.1761 0.6258 -1.4237
H 8.0271 -0.2049 0.7616
H 6.2415 -0.1171 2.2750
H 4.1233 0.8902 2.0110
*
```

Now the Mulliken charges, all in e: -0.37, 0.10, 0.17, 0.07, -0.42, 0.16, -0.37, 2.12, 0.77, -0.39, -0.64, -0.45, -0.73, -0.18, -1.10, -0.99, -0.18, 0.03, -0.41, 0.23, -0.39, -0.01, -0.36, 0.37, 0.34, 0.33, 0.34, 0.46, 0.05, 0.41, -1.05, -0.34, -1.04, 0.91, 0.69, -0.32, -0.50, -0.13, -0.53, -0.30, 0.35, 0.40, 0.53, 0.27, 0.27, 0.26, 0.27, 0.30


Entry 6:
Computed, not measured: one molecule with the formula C9H8N2O in a non-equilibrium geometry, with ωB97M-V/def2-TZVPD.

```
! wB97M-V def2-TZVPD RIJCOSX def2/J DEFGRID3
* xyz 0 1
C -3.2577 -0.0083 0.2960
C -1.9002 -0.1435 -0.3644
C -2.1005 -0.4511 -1.7124
N -1.9588 -0.3632 -2.8490
C -0.6569 -0.5686 0.5526
O -0.9085 -2.1436 0.4974
C 0.6092 0.1559 0.1819
C 1.3558 -0.3041 -0.8327
C 2.7879 0.1546 -0.9920
N 3.1949 1.1049 -0.4510
C 2.4484 1.6778 0.5362
C 1.2693 1.0581 1.0490
H -3.3695 0.2971 1.3493
H -4.3206 -0.2607 -0.2373
H -1.0723 -0.2394 1.6523
H -0.4938 -2.6077 1.4764
H 1.2613 -1.1938 -1.2381
H 3.4278 -0.3409 -1.8177
H 2.7697 2.7099 0.8133
H 0.9145 1.4667 2.0902
*
```

Now the Mulliken charges, all in e: -0.90, 0.57, 0.11, -0.50, -0.06, -0.60, 0.88, -0.69, -0.19, -0.41, -0.30, -0.48, 0.29, 0.23, 0.36, 0.34, 0.49, 0.30, 0.33, 0.23


Entry 7:
Computed, not measured: an isolated ion of composition C2H5N2Si and charge +1 in a non-equilibrium geometry, with ωB97M-V/def2-TZVPD.

```
! wB97M-V def2-TZVPD RIJCOSX def2/J DEFGRID3
* xyz 1 1
C 2.8857 -0.1549 -0.1402
C 0.4656 0.4864 -0.1379
N 1.6483 0.0030 -0.1118
N -0.6697 -0.2744 -0.1711
Si -2.4241 -0.0117 -0.1493
H 3.3594 -0.5152 0.7422
H 0.4254 1.6124 -0.2603
H -0.3849 -1.2057 -0.1141
H -2.8400 -1.3802 -0.0683
H -2.4658 1.4404 0.4109
*
```

Now the Mulliken charges, all in e: -0.03, 0.01, -0.04, -0.21, 0.25, 0.30, 0.31, 0.31, 0.05, 0.06


For each record above, in turn, the calculated relative energy (zero: lowest compared OMol25 entry of this formula, charge and spin) values are 0.0, 126.2, 0.0, 258.9, 66.2, 701.6, 344.9 kJ/mol.